85
Properties=species:S:1:pos:R:3 method="wB97M-V/def2-TZVPD" relative_energy_kcal_mol=45.6 largest_force_ev_per_a=3.8 homo_energy_ev=-2.7254 total_charge=-1 gap_ev=4.69 lumo_ev=2.0
O 0.79212 -0.95263 -4.16436
C 1.31346 0.26855 -4.93593
C 1.29007 -0.34561 -6.31913
H 2.35178 0.48278 -4.63623
H 0.60196 1.09139 -4.81394
C 0.82100 -1.54240 -5.54029
H 2.27286 -0.45130 -6.82142
H 0.52395 0.10654 -6.94627
C 1.90199 -2.57147 -5.79899
H 2.87254 -2.06029 -5.78718
H 1.71258 -2.97723 -6.80449
H 1.84581 -3.39374 -5.09927
C -0.46563 -2.08673 -6.12397
H -1.23310 -1.38151 -6.40022
H -0.87386 -2.94385 -5.56512
H -0.16417 -2.52916 -7.08666
Sr 0.21504 -0.61867 -1.47488
C -2.12326 -0.95321 0.97241
C -2.27144 0.45799 0.80754
C -2.88227 0.65609 -0.45104
H -2.01678 1.21304 1.52766
C -3.13035 -0.58885 -1.08829
C -2.61882 -1.60455 -0.17630
H -2.72286 -2.67424 -0.28706
H -1.81604 -1.45507 1.86612
H -3.23982 1.59489 -0.86042
H -3.67494 -0.77122 -2.01341
C 0.67390 -3.22955 0.40962
C -0.16074 -3.48386 -0.69619
C 0.56710 -3.22486 -1.87905
H -1.17024 -3.90556 -0.63477
C 1.86080 -2.74487 -1.49970
C 1.91609 -2.74349 -0.07030
H 2.80057 -2.53962 0.54425
H 0.45253 -3.48754 1.45315
H 0.20920 -3.35077 -2.90556
H 2.66614 -2.42419 -2.18302
O -0.15809 3.53079 -4.35970
C -1.28898 2.81827 -3.89193
C -2.59987 3.59918 -4.25897
H -1.22624 2.63697 -2.75739
H -1.22621 1.86205 -4.45943
C -2.07546 5.06492 -4.17253
H -3.48705 3.39111 -3.64072
H -2.88580 3.35530 -5.30677
C -0.60660 4.91216 -4.51263
H -2.24951 5.45853 -3.17725
H -2.66112 5.72849 -4.82040
H 0.08882 5.51822 -3.94763
H -0.49221 5.16365 -5.57512
N 0.64981 -0.13745 1.43611
P 0.69368 0.05296 3.02770
C -0.48393 -1.00483 4.00957
C -1.76984 -0.55266 4.31504
C -2.74472 -1.42301 4.81149
C -2.42243 -2.76573 5.01761
C -1.10539 -3.20566 4.79576
C -0.13525 -2.33372 4.31280
C 2.24775 -0.32727 3.96134
C 2.95053 -1.49607 3.63236
C 4.13943 -1.83203 4.28824
C 4.66547 -0.97367 5.25782
C 3.99745 0.22749 5.56563
C 2.82504 0.56483 4.88264
C 0.25278 1.65943 3.83098
C -0.03288 1.75516 5.21053
C -0.45459 2.95586 5.76891
C -0.59352 4.08883 4.95292
C -0.27219 4.01396 3.58979
C 0.16621 2.80340 3.03404
H -2.04386 0.49375 4.16768
H -3.74972 -1.04737 5.03786
H -3.19448 -3.46829 5.37005
H -0.83572 -4.24708 4.99706
H 0.87845 -2.67452 4.16452
H 2.59596 -2.11909 2.81637
H 4.67068 -2.73709 4.01287
H 5.60702 -1.21735 5.76132
H 4.41601 0.92319 6.30326
H 2.42590 1.56793 5.02240
H 0.06876 0.88593 5.85480
H -0.70333 3.01463 6.83260
H -0.96344 5.03546 5.38545
H -0.37611 4.90942 2.96294
H 0.40158 2.73581 1.97271